1.
C27H35N3O3S | ωB97M-V/def2-TZVPD

Cartesian coordinates (Å):
C -4.4968 -1.9358 2.8473
H -3.9154 -2.8253 2.5897
O -5.5678 -1.7420 1.9527
C -5.2904 -1.5753 0.6329
C -6.3754 -1.4251 -0.2247
C -6.2209 -1.2458 -1.5947
C -4.9746 -1.2088 -2.1797
C -3.8687 -1.3546 -1.3474
C -4.0270 -1.5333 0.0415
O -2.8006 -1.6328 0.6363
C -1.8743 -1.5200 -0.3551
C -2.4576 -1.3559 -1.5694
H -1.9566 -1.2390 -2.5085
C -0.4136 -1.6076 0.0061
N 0.3687 -0.7158 -0.8417
C 0.1247 0.6209 -0.9167
N -0.7767 1.1488 -0.0456
C -1.0175 2.5356 0.0914
C -0.0198 3.3679 0.6038
C -0.3024 4.7188 0.7553
C -1.5449 5.2284 0.4320
C -2.5328 4.3870 -0.0473
C -2.2841 3.0355 -0.2252
C -3.3480 2.1221 -0.7591
H -3.6988 1.4311 0.0107
H -4.2041 2.6957 -1.1032
H -2.9694 1.5336 -1.5942
H -3.5063 4.7831 -0.2970
H -1.7468 6.2817 0.5568
H 0.4655 5.3742 1.1392
C 1.3252 2.8344 0.9859
H 1.8099 3.4974 1.6983
H 1.2431 1.8396 1.4213
H 1.9568 2.7586 0.1002
H -1.5483 0.5587 0.2342
S 0.8917 1.5835 -2.0262
C 1.2870 -1.2981 -1.8059
C 2.7613 -1.0201 -1.5003
C 3.1670 -1.4594 -0.0881
N 4.5509 -1.2516 0.2802
C 5.5145 -2.0211 -0.4839
C 6.8735 -1.9049 0.2098
O 7.2890 -0.5629 0.2998
C 6.3373 0.2064 0.9978
C 4.9651 0.1393 0.3251
H 4.2400 0.7096 0.9090
H 5.0430 0.5838 -0.6806
H 6.7170 1.2294 1.0048
H 6.2492 -0.1609 2.0317
H 7.6458 -2.4273 -0.3575
H 6.7993 -2.3405 1.2180
H 5.2007 -3.0669 -0.5055
H 5.6161 -1.6543 -1.5193
H 2.5685 -0.9004 0.6361
H 2.9573 -2.5275 0.0385
H 3.3566 -1.5515 -2.2441
H 2.9428 0.0480 -1.6137
H 1.0630 -0.8781 -2.7930
H 1.1125 -2.3750 -1.8379
C -0.1756 -1.4067 1.5077
H 0.8536 -1.6518 1.7536
H -0.3715 -0.3845 1.8172
H -0.8321 -2.0707 2.0641
H -0.0801 -2.6254 -0.2339
H -4.8482 -1.0697 -3.2409
H -7.1040 -1.1346 -2.2049
H -7.3593 -1.4523 0.2147
H -4.9533 -2.0727 3.8263
H -3.8330 -1.0670 2.8754

As for the orbital gap: 8.5 eV. The LUMO energy is 0.51 eV. The HOMO energy is -8.02 eV. As for the SMILES: COc1cccc2cc([C@H](C)N(CCCN3CCOCC3)C(=S)Nc3c(C)cccc3C)oc12.



2.
C20H23ClN2O6S | ωB97M-V/def2-TZVPD

Cartesian coordinates (Å):
C 4.5726 0.0592 -2.5192
C 5.0648 0.2803 -1.0986
H 5.4322 1.2998 -0.9597
H 5.8467 -0.4419 -0.8407
O 3.9944 0.1436 -0.1552
C 3.7360 -1.0805 0.3006
O 4.4020 -2.0540 0.0830
C 2.5371 -1.0469 1.2601
N 1.5593 -0.0533 0.8075
S 1.2897 -0.0237 -0.8377
O 1.6544 1.2277 -1.4388
O 1.7864 -1.2285 -1.4300
C -0.5133 -0.1080 -0.9155
C -1.1764 -1.1262 -0.2710
C -2.5651 -1.1928 -0.3176
C -3.2908 -0.2282 -1.0238
C -2.6005 0.7838 -1.6856
C -1.2209 0.8412 -1.6340
H -0.6740 1.6238 -2.1346
H -3.1606 1.5281 -2.2282
Cl -5.0026 -0.2142 -1.0533
N -3.1948 -2.2669 0.4213
O -2.5731 -2.7047 1.3641
O -4.2765 -2.6598 0.0590
H -0.6312 -1.8750 0.2809
C 1.4775 1.2849 1.3781
C 0.0453 1.7555 1.3264
C -0.9136 0.9642 1.9497
C -2.2507 1.3100 1.9340
C -2.6440 2.4702 1.2903
C -1.6944 3.2702 0.6835
C -0.3438 2.9365 0.6921
C 0.6467 3.8403 0.0246
H 1.2103 3.2875 -0.7253
H 0.1377 4.6703 -0.4589
H 1.3493 4.2470 0.7508
H -2.0052 4.1809 0.1920
H -3.6853 2.7544 1.2681
H -2.9784 0.6826 2.4264
H -0.5980 0.0596 2.4481
H 2.1418 1.9593 0.8330
H 1.7884 1.2466 2.4214
C 1.8710 -2.4247 1.2858
H 2.5978 -3.1684 1.6004
H 1.5335 -2.6879 0.2881
H 1.0339 -2.4231 1.9798
C 3.1221 -0.7450 2.6444
H 3.6787 0.1892 2.6480
H 2.3342 -0.7102 3.3936
H 3.8079 -1.5485 2.9032
H 5.3886 0.2192 -3.2186
H 3.7597 0.7472 -2.7362
H 4.1966 -0.9552 -2.6240

As for the orbital gap: 8.6 eV. The LUMO energy is -0.64 eV. The HOMO energy is -9.21 eV. As for the SMILES: CCOC(=O)C(C)(C)N(Cc1ccccc1C)S(=O)(=O)c1ccc(Cl)c([N+](=O)[O-])c1.



3.
C3H4N2O2S | ωB97M-V/def2-TZVPD

Cartesian coordinates (Å):
C 0.1177 -0.1950 -0.1801
C 0.1599 0.7607 -2.2936
C -0.1537 -0.6169 2.1173
N -0.1425 1.4002 0.2122
N 0.3242 -0.4101 -1.4903
O 0.0543 0.8098 -3.4712
O 0.1803 -1.0256 0.8324
S -0.0154 2.1691 -1.2272
H 0.7542 -0.4375 2.7548
H -0.7970 -1.4925 2.5735
H -0.6747 0.3471 1.9908
H 0.1927 -1.3093 -1.8187

As for the orbital gap (alpha / beta): 8.2 / 8.2 eV. The LUMO energy (alpha / beta) is 0.46 / 0.46 eV. The HOMO energy (alpha / beta) is -7.70 / -7.70 eV. As for the SMILES: COc1nsc(=O)[nH]1.



4.
C4H7BrF4N2 | ωB97M-V/def2-TZVPD

Cartesian coordinates (Å):
C -2.2667 -0.9358 0.7863
C -1.6626 -0.8065 -0.6685
C -0.4269 0.1744 -0.7528
C 0.7319 -0.4322 0.0093
N 0.8756 0.0362 1.1425
N 2.4895 1.7986 0.1261
F 2.7102 3.0958 0.3273
F 1.6336 -0.7237 1.9983
F 3.6798 1.2117 0.2453
F 1.7778 2.1659 -1.4307
Br 1.6267 -1.8652 -0.6599
H -2.9669 -1.8253 0.6721
H -1.4118 -1.4219 1.3968
H -2.6359 -0.0301 1.1887
H -1.2508 -1.7240 -0.9485
H -2.3111 -0.1837 -1.3298
H -0.0831 0.2794 -1.8002
H -0.5092 1.1865 -0.3023

As for the orbital gap (alpha / beta): 8.3 / 8.3 eV. The LUMO energy (alpha / beta) is -2.07 / -2.07 eV. The HOMO energy (alpha / beta) is -10.41 / -10.41 eV.



5.
C5H11NO | ωB97M-V/def2-TZVPD

Cartesian coordinates (Å):
C -0.4382 2.0602 -0.0362
C 0.1832 0.9518 -0.8824
C -0.0624 -0.4629 -0.3296
C 0.4374 -1.5380 -1.2931
N 0.5252 -0.5815 1.0077
C -0.1086 -1.0662 2.1165
O -1.1206 -1.7338 2.1313
H -1.5268 1.9459 0.0257
H -0.0457 2.0413 0.9856
H -0.2291 3.0474 -0.4611
H -0.2131 1.0047 -1.9061
H 1.2685 1.1104 -0.9716
H -1.1401 -0.5946 -0.1841
H -0.0399 -1.4429 -2.2768
H 1.5211 -1.4518 -1.4374
H 0.2143 -2.5317 -0.8961
H 1.5044 -0.3643 1.1175
H 0.3977 -0.7150 3.0373

As for the orbital gap: 10.7 eV. The LUMO energy is 0.93 eV. The HOMO energy is -9.74 eV. As for the SMILES: CC[C@@H](C)NC=O.



6.
C19H39NO4PdSi | ωB97M-V/def2-TZVPD

Cartesian coordinates (Å):
Pd 0.2075 0.1975 0.0878
C -1.5124 -3.0432 -2.4081
C -1.8140 -2.2435 -1.1429
C -3.2644 -2.4472 -0.7034
O -1.5442 -0.8539 -1.3451
C -0.9064 -2.7841 0.0231
O -0.9085 -3.9861 0.2186
O -0.2281 -1.9393 0.6810
H -2.2610 -2.8555 -3.1771
H -1.5175 -4.0997 -2.1587
H -0.5296 -2.7821 -2.7959
H -3.9546 -2.2328 -1.5175
H -3.4946 -1.7960 0.1369
H -3.3902 -3.4788 -0.3899
H -1.9369 -0.5911 -2.1869
C 2.0501 0.1872 3.1533
Si 1.3638 1.3857 1.7782
C 2.9221 2.4451 1.1456
C 3.6506 3.1398 2.2907
C 2.4866 3.4754 0.1035
C 3.8921 1.4771 0.4706
C -0.1104 2.4186 2.6162
C 0.3400 3.3466 3.7389
C -1.0990 1.3985 3.1858
C -0.8366 3.2254 1.5378
H 2.3863 0.7345 4.0304
H 2.8841 -0.3983 2.7761
H 1.2712 -0.5056 3.4594
H 3.0044 3.8502 2.7934
H 4.5171 3.6798 1.9111
H 4.0038 2.4191 3.0212
H 1.9314 4.2924 0.5573
H 1.8551 3.0093 -0.6543
H 3.3580 3.9007 -0.3945
H 4.1961 0.6841 1.1483
H 4.7877 2.0047 0.1420
H 3.4204 1.0307 -0.3995
H 0.8977 2.7976 4.4918
H -0.5218 3.8058 4.2252
H 0.9725 4.1438 3.3597
H -0.6652 0.8617 4.0260
H -1.3812 0.6677 2.4178
H -2.0042 1.8980 3.5378
H -0.2093 4.0261 1.1535
H -1.7486 3.6733 1.9362
H -1.1124 2.5692 0.6964
O 1.6539 -0.1784 -1.7032
C 2.4565 -1.1068 -1.5314
C 3.7381 -1.1666 -2.3408
C 3.8483 -2.4038 -3.2536
C 2.7553 -3.4446 -3.0206
C 2.8861 -4.1763 -1.6848
C 3.0773 -3.2291 -0.4889
N 2.2734 -2.0387 -0.6053
H 4.5644 -1.1403 -1.6263
H 3.7838 -0.2522 -2.9339
H 4.8212 -2.8777 -3.1171
H 3.7782 -2.0687 -4.2887
H 2.7953 -4.1831 -3.8243
H 1.7828 -2.9534 -3.0814
H 3.7429 -4.8509 -1.7196
H 1.9875 -4.7758 -1.5328
H 4.1325 -2.9510 -0.3962
H 2.7788 -3.7418 0.4248
H 1.4129 -1.9705 -0.0404

As for the orbital gap (alpha / beta): 8.2 / 7.7 eV. The LUMO energy (alpha / beta) is 0.51 / -1.39 eV. The multiplicity is 3. The HOMO energy (alpha / beta) is -7.73 / -9.08 eV.



Calculated total energy for every record listed, in sequence, given in a.u.: -1838.0055 -2195.1609 -774.8099 -3239.2519 -327.1189 -1520.4641.